DFT (ωB97M-V/def2-TZVPD) results for a molecular structure, C48H69ClF12N3O10PS.

Atoms and positions in Å:
H: 3.659 2.398 -0.446
O: 4.872 -0.332 -0.365
H: -8.405 -11.167 1.055
F: -10.662 4.355 -2.617
C: -0.319 -5.186 -3.650
C: 5.764 2.603 0.084
O: -8.602 2.172 -1.012
O: -1.900 6.056 -4.408
C: 6.583 2.773 2.545
C: 7.397 2.876 4.984
H: -9.611 -9.006 1.112
H: -3.168 -7.942 -1.836
F: -5.714 -12.061 -2.612
P: 7.151 4.472 2.220
O: -2.149 3.860 -4.812
N: 1.877 3.708 5.444
C: -6.983 -10.286 -1.679
H: 7.620 3.921 4.782
H: -2.857 5.348 -6.883
C: -3.273 -7.076 -2.486
C: 0.457 -3.544 0.043
C: 6.245 0.888 4.040
C: 4.897 -0.233 0.834
O: -7.729 -11.008 -0.855
C: 2.227 1.153 1.914
H: 3.496 3.323 -2.761
H: 0.424 -4.586 0.384
H: 8.363 2.360 5.106
C: -4.108 -7.440 -3.694
H: 0.906 3.656 5.728
O: 5.212 -2.095 3.729
C: 6.722 2.174 3.791
H: 3.158 -4.429 0.721
H: 3.675 2.016 5.235
C: 3.948 -3.275 -0.923
C: 3.221 4.163 -2.112
H: -0.546 5.448 -5.874
C: -1.794 -5.458 -3.328
C: -10.587 3.354 -1.730
H: -1.843 6.503 -7.756
H: -0.741 7.177 -5.645
H: 1.105 4.606 -1.947
H: -4.247 -6.582 -4.352
H: -1.236 0.766 -0.734
H: 4.223 1.775 6.930
N: 4.308 -1.139 1.753
H: -1.222 -1.564 -0.154
H: 2.552 -1.403 0.689
H: 1.875 4.219 -0.377
C: -6.314 4.320 -1.239
F: -10.976 2.242 -2.349
F: 0.235 -6.187 -4.347
H: 1.223 -1.998 -2.166
F: -3.752 5.774 -2.491
C: -8.115 -10.368 0.376
H: 3.151 5.091 -2.696
C: 1.827 3.956 -1.440
H: 2.157 1.783 -1.590
H: -9.006 -8.603 -0.499
C: -1.281 6.233 -5.696
H: 6.528 3.359 -0.112
C: 5.549 0.799 1.747
H: 1.291 1.719 1.946
H: 6.316 0.405 5.006
H: -0.270 -3.431 -0.763
S: 5.597 5.666 2.088
H: -0.442 2.851 -0.375
C: -2.277 4.818 -4.110
H: 2.973 1.702 2.500
H: 0.073 0.527 1.543
C: 5.981 2.059 1.489
C: 5.666 0.228 3.012
H: -7.322 5.369 0.336
H: 0.754 2.367 -2.535
C: 5.162 3.461 5.994
C: 4.320 3.177 -0.048
H: -3.741 -6.285 -1.899
H: 1.234 -0.484 0.571
H: 0.274 0.284 -1.499
C: 0.136 -2.625 1.243
C: -9.280 -9.425 0.162
H: 5.291 4.471 -1.477
H: -1.475 -1.210 1.587
C: 3.309 -2.459 -1.926
H: -5.088 -7.802 -3.388
H: 4.081 5.336 -0.538
H: 3.961 3.465 0.945
C: -9.174 3.213 -1.148
C: -0.153 0.686 -0.572
F: -7.695 -11.764 -3.408
H: 6.372 1.695 6.561
H: -3.054 7.067 -6.588
H: 7.920 4.953 3.300
H: 2.093 2.725 7.283
C: 0.399 2.147 -0.399
H: 5.121 4.312 6.684
H: -3.612 -8.216 -4.280
H: 1.053 -2.269 1.722
C: 2.980 -3.765 -0.117
C: -2.317 6.291 -6.798
H: -7.318 3.628 0.553
H: 5.008 -3.477 -0.850
C: 2.057 -0.276 2.473
C: 1.995 -2.506 -1.597
H: 7.052 3.225 7.061
H: -10.114 -9.950 -0.305
H: -7.260 -9.858 0.821
H: 5.083 3.888 4.984
H: 7.928 4.564 1.047
C: 0.197 -0.145 0.688
H: 5.871 1.769 -0.615
N: 1.772 -3.286 -0.517
H: -0.468 -3.218 1.940
F: -1.920 4.905 -1.764
F: 0.395 -5.040 -2.523
H: -5.332 4.411 -0.780
O: -8.711 4.405 -0.793
O: -1.937 -6.694 -2.868
F: -0.164 -4.075 -4.368
H: 3.043 4.260 7.150
H: 2.224 -0.261 3.556
H: 1.001 -0.547 2.338
O: -2.670 -4.651 -3.450
C: -2.874 4.781 -2.698
C: 4.293 4.383 -1.030
C: -7.402 4.420 -0.191
H: 2.555 1.178 0.866
F: -6.119 -10.388 -3.906
H: -6.430 5.107 -1.986
F: -3.519 3.639 -2.455
H: 0.965 2.184 0.538
Cl: 2.423 -2.935 2.495
F: -11.479 3.611 -0.760
H: -6.360 3.368 -1.767
C: 5.044 -1.189 2.958
C: -0.727 -1.397 0.808
H: 3.787 -1.940 -2.741
C: -6.625 -11.126 -2.916
C: 6.513 2.729 6.242
C: 2.710 3.355 6.632
H: 2.089 4.677 5.230
C: 1.321 2.495 -1.606
O: -6.616 -9.164 -1.479
C: 2.867 -1.345 1.736
C: 3.931 2.516 6.173

Atomic forces in eV per Å
0.311 0.082 0.259
-0.253 0.384 0.812
0.073 -0.186 -0.221
0.188 -0.006 0.087
0.965 0.166 -0.366
-0.285 -0.106 0.819
-0.323 -0.122 -0.146
-0.049 -0.028 0.372
0.703 -0.270 -0.323
-0.096 -1.354 -0.178
0.026 -0.049 0.018
0.289 0.031 -0.039
-0.012 0.153 0.290
-1.827 1.118 0.219
-0.161 -0.167 0.312
0.382 0.187 0.761
-0.253 0.186 0.710
-0.213 -0.130 0.239
0.106 -0.041 -0.035
-0.626 -0.294 0.098
0.430 -0.135 0.841
0.087 -0.178 0.191
0.107 0.873 0.380
0.167 -0.219 -0.228
1.071 -0.140 0.691
-0.181 0.158 0.024
0.109 0.109 -0.249
-0.118 0.224 0.175
0.105 0.129 -0.332
-0.018 0.247 -0.216
-0.566 0.576 -0.541
0.642 0.978 1.190
-0.492 0.082 -0.413
0.098 -0.034 0.197
0.637 0.491 -1.268
-0.234 0.952 0.698
-0.137 -0.135 0.139
-0.662 -0.327 0.260
-0.743 0.046 -0.431
0.039 0.021 0.036
-0.092 0.015 0.280
0.007 0.041 0.381
-0.040 0.051 0.096
0.122 -0.307 0.146
-0.356 0.016 -0.089
-0.773 -1.517 0.032
-0.107 -0.062 0.213
0.412 -0.184 0.146
-0.060 0.025 -0.184
-0.239 -0.146 -0.249
0.239 -0.046 0.124
-0.242 -0.100 0.073
-0.306 -0.309 0.437
0.118 0.099 -0.310
-0.315 0.262 0.537
0.244 -0.349 -0.255
0.377 -0.908 -1.292
-0.141 0.087 -0.242
0.067 0.030 0.089
0.198 0.180 -0.616
-0.243 0.010 -0.252
-0.091 -1.404 0.021
0.609 -0.306 0.708
0.142 0.143 -0.051
0.025 0.011 0.168
0.178 -0.008 -0.016
0.225 0.019 0.168
0.392 0.212 -0.657
-0.098 -0.028 -0.112
-0.288 -0.398 -0.559
0.335 0.696 -1.353
-0.410 -1.405 -0.762
-0.280 0.053 -0.092
0.245 -0.002 0.049
-0.194 -0.804 0.014
0.607 0.571 -0.253
0.139 0.150 -0.125
-1.131 0.592 -0.309
-0.049 -0.338 0.282
-2.526 0.759 -1.607
-0.015 0.076 -0.343
-0.198 0.142 -0.089
-0.107 0.028 -0.341
0.826 -0.731 1.059
0.047 -0.021 0.087
0.123 -0.253 0.197
-0.021 0.005 -0.191
0.678 0.149 0.377
0.034 1.230 0.565
-0.104 0.148 0.213
0.020 0.084 -0.229
0.100 0.086 -0.034
0.491 -0.587 -0.558
0.102 0.319 0.111
-0.115 -0.857 -1.432
-0.270 -0.217 -0.039
-0.031 -0.084 0.104
-2.886 -0.275 -1.139
0.762 -1.182 0.433
-0.297 -0.143 0.120
-0.159 -0.121 -0.135
-0.150 -0.032 0.086
-0.004 0.467 0.813
-0.710 1.381 -1.810
-0.175 -0.154 -0.067
-0.016 -0.056 0.123
0.078 0.025 -0.221
0.359 -0.017 0.150
0.351 -0.490 0.393
-2.108 -0.116 -2.699
0.219 0.295 -0.007
-0.393 -0.317 -0.057
0.427 0.075 0.222
0.216 0.003 -0.239
-0.266 -0.143 0.024
-0.045 0.028 0.062
-0.359 0.016 -0.027
0.344 0.104 0.039
-0.334 0.018 0.106
-0.101 -0.273 0.232
0.429 -0.277 -0.142
1.088 -0.187 1.014
0.299 0.220 -0.093
-0.535 -0.084 0.965
-0.215 -0.601 -0.298
0.636 0.097 0.162
-0.018 -0.201 0.331
-0.057 0.254 0.360
0.056 0.090 0.103
0.243 -0.030 -0.376
-0.570 0.689 -1.095
3.613 -0.423 2.651
0.211 -0.006 0.119
0.041 -0.047 0.110
0.776 1.717 0.526
1.094 0.142 0.535
-0.171 0.068 0.097
0.156 -0.535 -0.901
0.353 1.344 -0.481
-0.236 -1.130 -0.944
-0.328 -0.079 -0.321
-0.476 0.727 1.651
0.235 -0.070 -0.436
0.560 -0.321 0.414
0.517 1.353 0.777

As for the spin multiplicity: 1.

Löwdin atomic charge list, values in e, 99 entries:
1. H 0.08
2. O 0.15
3. H 0.13
4. F 0.16
5. C -0.54
6. C -0.13
7. O 0.17
8. O 0.03
9. C -0.28
10. C -0.16
11. H 0.08
12. H 0.13
13. F 0.17
14. P 0.46
15. O 0.17
16. N -0.01
17. C -0.39
18. H 0.06
19. H 0.08
20. C -0.19
21. C -0.13
22. C 0.04
23. C -0.30
24. O 0.04
25. C -0.08
26. H 0.11
27. H 0.13
28. H 0.13
29. C -0.06
30. H 0.05
31. O 0.13
32. C -0.20
33. H 0.09
34. H 0.09
35. C -0.10
36. C -0.20
37. H 0.13
38. C -0.40
39. C -0.54
40. H 0.08
41. H 0.13
42. H 0.10
43. H 0.08
44. H 0.11
45. H 0.10
46. N 0.04
47. H 0.10
48. H 0.10
49. H 0.11
50. C -0.07
51. F 0.17
52. F 0.17
53. H 0.12
54. F 0.16
55. C -0.19
56. H 0.10
57. C -0.19
58. H 0.10
59. H 0.08
60. C -0.20
61. H 0.07
62. C -0.05
63. H 0.07
64. H 0.13
65. H 0.11
66. S 0.15
67. H 0.11
68. C -0.40
69. H 0.09
70. H 0.10
71. C -0.16
72. C -0.05
73. H 0.13
74. H 0.11
75. C -0.19
76. C -0.19
77. H 0.13
78. H 0.07
79. H 0.10
80. C -0.24
81. C -0.06
82. H 0.10
83. H 0.11
84. C -0.08
85. H 0.06
86. H 0.08
87. H 0.09
88. C -0.40
89. C -0.16
90. F 0.17
91. H 0.09
92. H 0.08
93. H -0.02
94. H 0.10
95. C -0.20
96. H 0.10
97. H 0.09
98. H -0.10
99. C -0.20



DFT (ωB97M-V/def2-TZVPD) results for 8 unconnected molecules or ions with the total composition C48H71BrI2N4O25S2.

Atoms and positions in Å:
C: 5.041 3.971 -7.609
H: -5.308 1.415 -0.914
C: -2.630 2.804 1.022
O: 1.998 -2.890 -7.665
H: 1.807 5.774 6.978
H: -1.694 3.286 -5.146
H: 0.072 -3.380 -0.327
H: -4.262 -1.897 -0.779
C: -2.224 3.167 2.406
C: -2.289 -6.630 -0.023
N: 4.042 0.178 -1.356
H: -1.257 3.505 -3.361
O: 5.787 -8.908 5.409
C: -1.638 -2.083 -0.962
O: 1.051 -4.812 -6.996
O: -6.499 0.465 1.391
S: 2.457 -2.176 -0.861
H: 2.287 -4.496 -5.380
H: -3.263 -6.281 0.329
H: 5.157 0.330 1.400
C: -0.376 6.819 5.588
O: -1.830 -5.754 -1.047
C: -5.256 3.527 -0.578
O: -6.835 6.872 0.878
H: -2.011 -1.705 -1.960
O: 3.365 -4.461 3.225
O: 3.281 -5.357 1.170
C: 2.563 -4.813 2.186
H: 3.485 -0.057 2.075
H: 5.538 4.929 -7.781
C: -0.791 4.416 0.220
O: -1.813 0.759 -1.560
O: 6.095 2.991 -5.828
H: 1.794 -9.358 6.730
H: 1.158 -2.515 -2.866
H: 5.887 1.011 -0.562
H: 4.343 -1.246 0.971
O: 0.388 7.224 6.637
H: -4.487 6.543 4.382
H: 0.569 -4.158 -5.080
H: 2.454 7.417 6.782
H: 0.494 5.420 1.715
H: 2.357 0.468 0.010
C: -1.507 -0.203 3.640
C: -2.174 -6.310 -2.239
H: -2.711 2.744 3.315
H: -1.430 -8.509 -0.687
H: 5.628 1.884 -7.497
H: -6.719 8.059 4.939
C: 4.657 -5.003 2.962
H: 4.749 -5.961 3.482
H: 5.953 2.478 -2.259
C: -1.607 -0.904 0.135
C: 1.558 -4.118 -8.050
C: 5.496 0.449 -1.460
C: 4.172 -0.162 1.199
C: 4.598 -8.876 5.428
H: -0.964 -2.423 1.598
H: -3.014 3.612 -3.869
H: 6.590 1.169 -3.332
O: 1.379 -4.662 2.168
C: -0.371 4.728 1.584
C: 3.473 0.555 -0.041
O: 3.818 -8.661 4.332
O: -1.559 6.933 5.533
H: 4.438 3.724 -8.482
C: -4.886 2.239 1.927
H: 2.299 -2.124 -5.754
H: -3.804 2.187 -1.449
H: -4.895 3.345 2.061
H: -2.121 3.280 -1.114
O: -2.633 -7.581 -2.076
O: -7.250 7.458 3.019
H: 5.258 -6.004 1.136
N: -4.055 -0.894 -0.709
O: -5.216 6.709 2.442
O: 4.229 4.076 -6.444
H: -5.407 5.389 -0.481
C: -1.900 3.475 -0.044
H: -3.169 -8.586 -0.335
H: 4.762 1.574 -3.251
C: -6.283 1.572 1.769
H: 2.085 7.412 4.408
H: 2.216 -9.948 4.440
C: -3.830 1.762 0.800
C: 0.892 -2.053 -1.868
C: -4.500 2.123 -0.563
H: -4.639 8.193 3.744
C: -1.122 4.105 2.676
H: -2.577 -0.315 3.379
O: 3.842 -9.050 6.545
H: -0.841 4.340 3.724
O: 0.388 6.265 4.606
H: 0.332 -1.219 3.159
H: -0.229 1.655 -2.695
H: -0.842 -0.021 -3.256
H: -1.342 -0.791 4.594
H: -6.387 3.540 -0.663
C: -0.699 -1.365 1.298
C: -2.022 3.120 -4.087
C: 1.372 -4.083 -5.814
C: -6.533 7.250 4.233
N: -0.986 0.231 -0.584
C: 2.500 -8.715 6.205
C: -6.469 7.001 2.005
C: 5.717 1.461 -2.690
I: -3.922 -2.324 1.803
H: 0.734 -0.967 -2.059
O: -2.086 -5.755 -3.289
H: 3.694 1.659 0.089
H: -4.457 1.817 2.887
H: 6.984 3.011 -7.708
C: -0.310 -2.851 -1.253
H: -2.875 0.234 -5.105
C: 1.558 -2.683 -6.326
C: 6.006 2.877 -7.245
H: 6.136 -0.463 -1.554
O: 4.636 3.692 -4.256
H: 5.439 -4.332 3.315
H: 1.784 -8.240 4.214
H: -2.393 -2.880 -0.685
C: -0.402 -0.564 2.597
Br: 0.739 1.083 2.327
H: -0.261 4.863 -0.661
H: -0.768 1.017 0.038
H: 0.347 -1.480 0.870
C: -1.127 0.974 -2.798
C: 1.702 6.713 6.428
H: -6.860 6.307 4.679
H: -4.965 -0.541 -0.365
C: 3.690 -1.125 -1.764
H: -3.234 1.333 -3.417
C: -2.372 -7.955 -0.725
H: -0.551 -3.688 -1.972
S: 4.333 -1.827 -3.140
H: -1.594 -6.644 0.816
H: -1.356 0.870 3.959
H: 5.005 -4.255 0.955
C: 4.955 3.597 -5.398
C: 1.751 6.517 4.938
C: 4.660 -5.156 1.468
H: 0.623 -2.117 -6.345
H: 2.312 -7.676 6.488
N: -4.680 4.661 -0.468
C: -3.176 -0.645 0.467
C: 2.470 -8.921 4.716
H: 2.383 5.678 4.648
I: -8.050 2.756 2.336
O: -2.100 0.821 -5.057
C: -5.102 7.204 3.773
O: -3.417 0.491 1.204
O: 1.610 -4.533 -9.165
C: -2.205 1.577 -3.814

Atomic forces in eV per Å
-0.121 0.259 -0.563
1.005 0.442 0.742
1.875 1.347 1.080
-0.128 -0.447 -0.060
-0.034 0.020 -0.047
-0.347 -0.102 1.066
-0.536 0.500 -0.863
0.628 0.518 -0.127
1.462 1.098 -1.425
-0.041 0.128 0.753
-0.290 -3.222 1.876
-0.684 -0.053 -0.807
-0.320 0.056 -0.031
-0.082 -0.551 -0.446
0.153 0.325 -0.331
0.476 0.811 0.086
-0.220 0.779 0.151
-0.011 0.046 -0.041
0.026 -0.003 -0.047
-0.860 -0.517 0.005
-0.483 0.084 -0.020
-0.122 -0.274 -0.359
-0.118 0.259 0.624
0.083 -0.017 0.245
0.344 0.045 1.260
-0.307 -0.087 -0.397
-0.290 0.143 0.463
-0.361 0.105 -0.159
0.732 -0.158 -0.617
0.001 -0.040 0.043
-0.998 -1.193 1.493
-0.590 0.533 -0.954
-0.349 0.267 0.060
0.201 -0.028 0.074
-0.253 0.517 1.024
-0.884 -0.780 -0.665
-0.175 0.871 0.314
-0.184 -0.130 -0.419
0.059 -0.021 -0.222
-0.049 -0.155 -0.170
-0.202 0.063 0.061
-0.953 -0.672 0.211
1.148 -0.247 -0.374
0.214 0.803 1.287
0.018 0.151 -0.432
0.389 0.300 -1.052
-0.014 0.059 -0.030
-0.021 0.049 0.034
-0.136 0.018 -0.177
0.584 -0.106 0.456
-0.028 0.014 -0.053
-0.277 -1.018 -0.593
-1.018 -1.042 -1.709
0.002 -0.205 -0.420
1.169 1.978 -1.243
-0.429 0.267 -0.759
0.577 -0.062 0.062
-0.004 1.243 -0.185
1.164 -0.182 -0.460
-1.009 0.155 0.420
0.262 -0.059 0.044
-2.025 -1.565 -1.062
0.422 1.285 1.332
0.123 0.020 0.402
0.273 -0.060 0.003
-0.126 0.045 0.171
0.411 -0.994 0.680
0.050 -0.015 -0.179
-0.389 -0.375 1.272
-0.341 -0.939 -0.439
0.021 0.155 1.058
0.136 0.452 0.035
0.298 -0.119 -0.339
-0.216 -0.022 -0.068
-0.540 1.269 1.401
-0.533 0.039 -0.147
0.279 -0.221 0.258
0.347 -0.041 0.018
0.989 0.456 1.464
-0.031 0.035 -0.223
1.007 -0.326 0.264
0.545 -0.293 -0.090
-0.049 -0.012 0.042
0.049 0.026 0.038
-0.550 4.166 0.482
0.565 0.129 -1.641
-1.103 0.326 -1.985
-0.031 -0.042 -0.020
-0.540 -0.473 -1.966
0.870 -0.059 -0.304
0.148 0.023 -0.440
-0.356 -0.284 -0.942
-0.150 0.202 0.447
-0.780 0.783 -0.862
-0.883 -0.776 0.076
0.011 1.059 0.620
-0.155 0.409 -1.141
1.103 -0.659 0.034
1.460 -0.144 -0.014
-0.451 -0.747 0.596
-0.038 -0.204 0.635
-0.203 0.030 0.580
0.973 -0.026 1.466
-0.482 0.105 0.412
-0.032 -0.090 -0.350
0.390 0.043 1.067
0.164 -0.262 0.720
-0.201 -0.908 0.438
0.009 -0.090 0.287
-0.347 -1.072 -0.281
-0.766 0.333 -0.887
0.020 -0.016 0.219
0.636 -0.631 0.540
0.592 0.362 0.001
0.022 0.615 0.393
0.366 -0.373 -0.393
-0.962 0.524 -0.065
0.019 0.215 -0.451
-0.203 0.075 0.071
0.199 0.025 -0.083
0.912 0.834 -0.017
0.079 -0.896 1.184
-0.429 -0.595 -0.283
-0.601 -0.459 1.020
-0.190 -0.317 0.093
-1.260 0.107 0.146
-0.466 -0.308 -1.151
0.481 -0.022 0.428
0.018 0.011 -0.065
0.409 -0.071 -0.435
-0.149 0.312 -1.468
1.135 0.507 0.005
-0.023 -0.558 0.198
0.130 0.956 0.770
-0.277 0.537 0.898
0.061 0.194 -0.140
-0.291 -1.134 -0.388
-0.076 -0.013 0.013
-0.156 0.055 0.462
0.542 -0.085 -0.391
0.537 -0.045 -0.422
0.011 -0.050 -0.018
0.030 -0.028 -0.043
-0.465 -0.965 -0.207
0.276 -1.326 -1.133
-0.538 -0.054 -0.424
-0.208 -0.030 -0.085
0.446 0.107 0.016
-0.473 0.284 0.405
0.556 0.041 0.428
0.152 -0.837 -0.624
-0.004 0.118 0.279
0.163 -0.522 0.123

The structure (SMILES) is [H]/N=C/C[C@@](CC(=O)I)(O[C@](N)(I)[C@](CCCSC(=S)N(CC)CC)(C[C@H](C)Br)NOC[C@@H](C)O)c1ccccc1.O=C1OCCO1.O=C1OCCO1.O=C1OCCO1.O=C1OCCO1.O=C1OCCO1.O=C1OCCO1.O=C1OCCO1. As for the spin multiplicity: 1.

Löwdin atomic charge list, values in e, 99 entries:
1. C -0.13
2. H 0.11
3. C -0.11
4. O 0.06
5. H 0.14
6. H 0.09
7. H 0.10
8. H 0.03
9. C -0.04
10. C -0.12
11. N -0.19
12. H 0.07
13. O 0.17
14. C -0.14
15. O 0.06
16. O -0.01
17. S 0.82
18. H 0.13
19. H 0.13
20. H 0.07
21. C -0.55
22. O 0.04
23. C -0.20
24. O 0.14
25. H 0.12
26. O 0.06
27. O 0.05
28. C -0.57
29. H 0.04
30. H 0.13
31. C -0.05
32. O -0.20
33. O 0.06
34. H 0.13
35. H 0.06
36. H 0.11
37. H 0.05
38. O 0.07
39. H 0.13
40. H 0.13
41. H 0.14
42. H 0.09
43. H 0.05
44. C -0.16
45. C -0.55
46. H 0.10
47. H 0.13
48. H 0.14
49. H 0.13
50. C -0.12
51. H 0.13
52. H 0.07
53. C -0.36
54. C -0.56
55. C -0.25
56. C -0.10
57. C -0.56
58. H 0.10
59. H 0.08
60. H 0.08
61. O 0.14
62. C -0.08
63. C -0.27
64. O 0.05
65. O 0.16
66. H 0.13
67. C -0.12
68. H 0.11
69. H 0.09
70. H 0.11
71. H 0.08
72. O 0.07
73. O 0.06
74. H 0.14
75. N 0.02
76. O 0.05
77. O 0.07
78. H 0.04
79. C -0.04
80. H 0.13
81. H 0.06
82. C -0.77
83. H 0.14
84. H 0.13
85. C -0.36
86. C -0.43
87. C -0.09
88. H 0.14
89. C -0.09
90. H 0.00
91. O 0.06
92. H 0.08
93. O 0.03
94. H 0.09
95. H 0.14
96. H 0.12
97. H 0.09
98. H 0.12
99. C -0.20



The records above give, respectively, orbital gap values of 7.5 7.9 eV.